A 13-piece molecular cluster, C56H151N13O15 overall in a non-equilibrium geometry, computed with ωB97M-V with the def2-TZVPD basis set.

Lowest unoccupied orbital energy   0.5 eV
Relative energy (zero: lowest compared OMol25 entry of this formula, charge and spin)   137.9 kcal/mol
E_tot   -4064.06720 Eh
HOMO level   -8.721 eV

```
235
Properties=species:S:1:pos:R:3:lowdin_charge:R:1
H 12.5989 0.5583 8.3222 0.12
H -10.3185 -0.0281 -13.4175 0.12
C 10.6247 3.2784 7.5736 -0.06
H 1.6321 1.6341 9.3193 0.08
O 2.6054 8.6493 -9.8559 -0.19
C 2.6422 5.3924 -7.9736 -0.04
C -0.8343 5.8889 0.9828 -0.08
H 4.9810 -1.7559 0.8456 0.08
O -1.7536 5.2084 1.9017 -0.18
C 2.1418 4.5151 9.2329 -0.20
N -6.3406 -4.2763 0.0360 0.02
H 15.3419 -5.1631 5.7812 0.12
H 11.1511 3.4740 6.6394 0.07
H 4.5413 0.0160 0.9510 0.09
H 14.6703 -7.1764 8.8480 0.08
N 0.1700 -1.3483 0.0781 -0.08
H 2.3055 -6.0976 5.7835 0.07
C -1.9342 5.9714 3.0904 -0.25
H -10.4118 -2.4849 -10.4297 0.07
H 1.2207 4.2256 8.7270 0.12
C -0.9395 -0.3350 -1.8897 -0.20
H -2.0350 -6.3777 6.8808 0.08
H -0.6175 0.5183 -2.4866 0.11
H -5.7115 7.9548 -6.8586 0.07
H 4.0077 6.6596 -9.0986 0.13
H -9.9254 -1.5974 -12.8940 0.11
C -7.8923 -3.1666 1.5161 -0.05
C 15.1415 -7.8329 8.1165 -0.05
H 14.5268 0.7335 6.8053 0.08
H 3.5920 -7.2299 6.0270 0.07
H -2.3648 6.9646 2.9625 0.13
C -2.7882 5.2456 4.0759 -0.43
H -1.8178 -12.2112 -7.4383 0.08
H -8.6624 -3.4614 -1.2043 0.13
C -0.6715 -9.8033 -5.4482 -0.16
C -3.4340 4.2080 -9.0285 -0.08
H -1.2541 -4.8049 7.0823 0.09
C -0.3462 -0.0924 -0.4768 -0.19
C -8.6220 -4.4108 -0.6704 -0.22
H 17.5793 -6.0786 6.7750 0.07
O -1.1289 -10.4159 -6.7033 -0.21
C -11.3779 2.6524 -1.0429 -0.09
C -9.8635 -0.5557 -12.5792 -0.19
H -3.5808 7.0601 -6.0624 0.13
H 0.8599 9.8226 -9.8675 0.09
H -4.2991 4.8401 2.5877 0.07
C 2.5883 -7.1363 5.6123 -0.05
H 2.3779 7.1722 12.5524 0.11
H -0.6356 -1.9538 0.1453 0.11
C -1.1866 -5.7663 6.5731 -0.11
C -4.4911 6.4700 -6.1680 -0.47
C -4.2743 5.2589 3.5938 -0.07
H -7.7646 -1.5317 -13.6443 0.08
N 17.0356 -6.4160 7.5563 0.03
H -0.4930 -8.0205 -3.4883 0.07
H 1.5673 -9.4984 4.7179 0.06
H -5.5895 7.9272 -5.2476 0.07
H 15.9790 -7.6035 6.1709 0.13
H -0.5274 -8.3389 6.5656 0.12
H 3.9824 8.3810 -7.8725 0.07
H -3.5499 5.0266 -5.0611 0.08
H -1.1631 6.9106 0.7926 0.08
C 2.0318 2.2770 10.1035 -0.13
H -0.8693 5.3717 0.0240 0.08
N 4.6039 -5.0140 -2.7650 0.02
H 1.9659 10.6917 12.4460 0.08
N 10.3464 1.6039 9.3484 0.02
H 0.1838 5.9856 1.3601 0.08
O 2.8562 3.3672 9.7584 -0.18
H 12.9995 2.2004 8.3919 0.12
H -12.9013 7.4090 -2.5377 0.09
C -4.4897 5.6803 -7.5010 -0.21
H -6.2021 -5.1372 -0.4737 0.07
H 11.1383 4.0157 8.1906 0.08
H 2.6335 1.6477 10.7592 0.09
H 1.6137 6.8604 -10.0215 0.12
H -3.1260 5.3030 6.0386 0.07
H 0.5355 0.5274 -0.6394 0.10
H 0.5052 8.6244 10.5864 0.09
C -3.0636 -0.5928 -3.0164 -0.10
H 6.5396 -6.6451 -3.5421 0.12
C 2.0283 7.5047 -9.2462 -0.21
H 0.4161 10.3409 11.8615 0.07
C -7.6568 -4.3656 0.5629 -0.44
H -6.3556 -3.6020 -0.7158 0.07
H 8.5129 -7.2069 -4.7175 0.08
H -10.9928 5.1912 -2.0764 0.12
C 12.3678 1.5067 7.8372 -0.24
N -5.6420 7.3351 -6.0642 0.03
N -1.2022 -8.7352 -3.4087 0.02
H -0.0410 7.2547 11.5073 0.11
N 1.8203 -9.5441 5.6946 0.04
H -10.6646 -4.2304 -2.2072 0.08
H 10.4213 0.6428 9.6498 0.07
H 14.5117 2.3575 6.1308 0.08
O 13.7177 -6.4527 5.8347 -0.20
O 12.6480 1.3777 6.4780 -0.20
H -3.4084 -7.6834 -4.7127 0.07
H -9.2967 -1.2486 -9.9188 0.06
C 12.9718 -5.5000 5.0522 -0.10
H -4.7116 6.2554 3.5333 0.07
H 13.4692 -4.7250 4.4690 0.08
H 12.2578 -6.0182 4.4120 0.08
O -12.4844 6.2174 -0.9361 -0.19
C -12.0262 5.1242 -1.7362 -0.15
N -12.1866 -0.4892 -11.4625 0.01
H -5.2683 4.7967 -5.0177 0.09
H 4.6874 -2.8096 -4.0075 0.07
C -10.3431 -1.4300 -10.1644 -0.06
H -11.8651 -4.3126 -1.0232 0.08
H -2.6777 0.1209 -3.7443 0.08
H 2.2699 -0.1826 2.4966 0.12
H -0.9892 6.1383 3.6075 0.12
H -12.5200 -1.3620 -11.8460 0.07
H -0.3727 -10.6919 -4.8923 0.11
H -0.6385 -9.4792 -3.0228 0.06
O 2.9801 -1.3564 0.9403 -0.20
H -4.3699 3.6847 -9.2242 0.09
C 0.8436 7.6976 11.0496 -0.16
H 6.2883 -2.9883 -3.5504 0.08
H 3.4462 5.0316 -7.3321 0.06
H 2.8273 8.5962 11.5888 0.12
C 0.2027 -7.6621 6.1218 -0.22
H 10.4628 1.0419 7.4051 0.13
H -7.8538 -5.3032 1.0828 0.14
C 1.8252 5.4716 10.3846 -0.23
C -10.8714 -4.7010 -1.2460 -0.09
H -13.6242 2.6089 -0.0756 0.07
C -2.5042 -7.8736 -5.2909 -0.05
H 1.0117 4.9895 10.9268 0.11
C -7.6684 -0.4648 -13.4427 -0.11
H -5.3870 5.0665 -7.5801 0.12
O 7.0280 -5.8591 -5.3610 -0.19
H 4.4685 -5.2491 -4.8043 0.15
H -7.3577 -3.3394 2.4502 0.07
H 0.2259 -9.1874 -5.5064 0.13
H -0.0374 -7.5476 5.0648 0.12
H 1.1864 8.7008 -11.2839 0.09
H -10.5605 0.6171 -10.9857 0.13
H 2.6855 -7.2982 4.5387 0.07
H 7.2729 -5.1043 -3.4400 0.12
N -13.5420 3.3449 -0.7624 0.02
C -4.4950 5.5640 -4.9821 -0.08
C 5.5485 -3.4476 -4.2062 -0.10
O -8.4970 -0.2090 -12.3223 -0.19
C 3.1336 6.8061 -8.4641 -0.46
H -2.4404 4.2206 4.2051 0.14
C 0.6928 -1.1422 1.4172 -0.22
H -4.1255 -0.4356 -2.8276 0.08
C 1.0467 10.1830 12.7363 -0.10
C -2.0101 -11.5316 -6.6081 -0.12
O 1.3049 8.8129 13.0802 -0.20
H -2.6915 -9.7801 -4.5638 0.13
C 8.2958 -6.4335 -5.4543 -0.14
H 5.9159 -3.0752 -5.1624 0.08
H -0.0135 -0.6036 2.0491 0.11
N 3.6468 7.5745 -7.3655 0.03
H 14.5073 -8.5334 7.5731 0.08
H -11.5801 2.2538 -2.0370 0.08
H 4.4936 -1.1745 2.3508 0.08
C 4.3321 -0.9996 1.2871 -0.09
H 9.6274 3.5902 7.2631 0.07
H -3.2069 4.9435 -9.8003 0.08
H -10.3090 2.8599 -0.9919 0.07
H 17.5962 -7.1454 7.9732 0.06
H -12.8884 8.1005 -0.9443 0.09
H -10.9543 -1.2618 -9.2777 0.06
H -6.6296 -0.2781 -13.1704 0.08
H 1.1635 2.5535 10.7016 0.08
H -12.7044 -0.3873 -10.6014 0.07
O 0.0457 -6.4127 6.8116 -0.20
H -14.1296 4.0786 -0.3930 0.07
C 1.5983 9.3736 -10.5318 -0.12
H -4.9992 4.6683 4.1540 0.07
H -8.9497 -3.2414 1.7697 0.07
C -12.3594 7.4014 -1.5920 -0.16
H -4.4100 6.1512 -4.0678 0.08
C 15.7902 -6.9528 7.0247 -0.45
H -1.7886 -7.0517 -5.2687 0.07
H -4.5070 6.4043 -8.3156 0.12
H 4.4227 7.0486 -6.9893 0.07
C 2.0515 -0.4497 1.4627 -0.24
C 14.8714 -5.8592 6.4757 -0.19
H -2.5684 3.5618 -9.1740 0.08
H 8.4416 -6.7755 -6.4789 0.09
H -0.5524 -1.2230 -2.3893 0.12
H 12.3783 -5.0615 5.8544 0.08
H 2.7003 5.1818 8.5760 0.12
H -2.7848 -7.9580 -6.3408 0.07
O -2.3549 -0.5563 -1.7659 -0.21
H -7.8300 0.1505 -14.3278 0.09
H 9.3465 1.7443 9.3756 0.07
H 14.1143 0.8970 5.0997 0.09
H -11.3317 7.7419 -1.7182 0.09
H -2.9989 -11.1788 -6.9012 0.08
H 15.8438 -8.3768 8.7481 0.07
H 9.0825 -5.7408 -5.1554 0.08
H 5.1395 -4.5167 -2.0679 0.07
H -10.8890 -5.7865 -1.3430 0.09
H -1.2504 -5.5687 5.5031 0.08
C -1.8193 -9.1334 -4.6596 -0.43
H -2.9796 -1.6098 -3.3993 0.08
H -7.6358 -2.1602 1.1853 0.08
H 2.7267 5.6400 10.9735 0.12
C 2.0032 8.0818 12.0831 -0.19
N 1.2988 6.7868 9.9245 -0.08
C 14.0373 1.3777 6.0749 -0.07
H 1.1904 7.8317 -8.6305 0.13
H 2.7202 4.8057 -8.8888 0.07
H -11.9391 4.1571 0.2666 0.13
O -9.9452 -4.3792 -0.1688 -0.21
H -12.6434 5.0756 -2.6334 0.12
H 1.6857 5.4456 -7.4537 0.08
H 1.8214 -8.1745 7.3228 0.13
N -2.7473 5.9406 5.3530 0.02
C 5.1909 -4.8939 -4.0693 -0.41
H -11.5922 1.8433 -0.3446 0.07
H 1.1544 -10.1873 6.0984 0.06
H 0.8139 -2.1530 1.8068 0.12
H 0.6827 10.7385 13.6007 0.09
C -12.2082 3.9001 -0.7579 -0.43
O -3.3811 4.8125 -7.6943 -0.19
H 14.5099 -5.2460 7.3012 0.12
C 10.8653 1.8471 8.0197 -0.43
H 1.9328 10.2710 -11.0524 0.08
H 3.8002 -4.4039 -2.7207 0.07
H -1.0169 0.3200 0.2770 0.12
H 0.4711 6.4864 9.4297 0.09
H -3.4007 6.7108 5.3528 0.07
C -10.7552 -0.4120 -11.2877 -0.41
H -1.9883 -12.1352 -5.7007 0.09
H -8.3478 -5.3053 -1.2297 0.12
C 1.6314 -8.1795 6.2495 -0.42
H 2.1394 0.4127 0.8019 0.11
C 6.5412 -5.6659 -4.0208 -0.18
```